ORCA calculation (ωB97M-V/def2-TZVPD) on a cluster of 2 separate species, C5H11N2O in total in a non-equilibrium geometry.

Last columns: bonded neighbours and bond lengths (Å).
Geometry (Å):
1 C 0.512 1.460 0.088  C5 1.402, O8 1.135
2 C -2.774 0.555 0.469  N6 1.324, N7 1.314
3 C 1.612 -0.247 -1.212  C5 1.547, H9 1.087, H10 1.087, H11 1.088
4 C 2.501 0.526 1.073  C5 1.548, H12 1.087, H13 1.087, H14 1.087
5 C 1.249 0.273 0.199  C1 1.402, C3 1.547, C4 1.548, H15 1.101
6 N -2.841 -0.723 0.807  C2 1.324, H16 1.006, H17 1.024
7 N -3.665 0.992 -0.393  C2 1.314, H18 1.006, H19 1.023
8 O -0.021 2.455 -0.029  C1 1.135
9 H 2.223 0.474 -1.751  C3 1.087
10 H 2.184 -1.164 -1.101  C3 1.087
11 H 0.719 -0.459 -1.794  C3 1.088
12 H 2.221 0.839 2.075  C4 1.087
13 H 3.068 -0.399 1.143  C4 1.087
14 H 3.138 1.285 0.628  C4 1.087
15 H 0.613 -0.475 0.696  C5 1.101
16 H -2.269 -1.078 1.555  N6 1.006
17 H -3.587 -1.347 0.488  N6 1.024
18 H -3.670 1.955 -0.681  N7 1.006
19 H -4.428 0.404 -0.739  N7 1.023

Properties
* multiplicity: 1
* orbital gap: 0.260 hartree
* energy relative to the best compared isomer or geometry (same formula, charge and spin): 73.7 kcal/mol
* HOMO level: -11.66 eV
* LUMO level: -4.594 eV
* net charge: +1



ORCA calculation (ωB97M-V/def2-TZVPD) on a cluster of 2 separate species, C5H11N2O in total in a non-equilibrium geometry.

Last columns: bonded neighbours and bond lengths (Å).
Geometry (Å):
1 O -0.188 -0.544 -1.198  C2 1.198
2 C 0.956 -0.732 -0.898  O1 1.198, C3 1.453, H9 1.115
3 C 1.630 -0.427 0.353  C2 1.453, C4 1.489, H10 1.092
4 C 1.057 0.462 1.401  C3 1.489, C5 1.575, H11 1.090, H12 1.117
5 C 0.984 1.961 0.923  C4 1.575, N7 1.444, H13 1.100, H14 1.095
6 C -1.270 2.302 0.619  N7 1.263, H15 1.082, H16 1.110
7 N -0.151 2.164 0.053  C5 1.444, C6 1.263
8 N -2.223 -3.234 -1.893  H17 1.008, H18 1.005, H19 1.006
9 H 1.681 -1.200 -1.604  C2 1.115
10 H 2.606 -0.885 0.522  C3 1.092
11 H 1.549 0.218 2.342  C4 1.090
12 H 0.062 -0.045 1.417  C4 1.117
13 H 0.860 2.549 1.844  C5 1.100
14 H 1.940 2.296 0.506  C5 1.095
15 H -2.164 2.441 0.026  C6 1.082
16 H -1.437 2.478 1.703  C6 1.110
17 H -1.768 -2.335 -1.917  N8 1.008
18 H -2.436 -3.557 -2.821  N8 1.005
19 H -1.688 -3.911 -1.377  N8 1.006

Properties
* multiplicity: 1
* orbital gap: 0.133 hartree
* energy relative to the best compared isomer or geometry (same formula, charge and spin): 149.6 kcal/mol
* HOMO level: -12.31 eV
* LUMO level: -8.676 eV
* net charge: +1